1.
19
Properties=species:S:1:pos:R:3:lowdin_charge:R:1 method="wB97M-V/def2-TZVPD" smiles=CCOCCOC e_homo_ev=-9.81 gap_ha=0.401 multiplicity=1 charge=0
H 1.3945 0.8393 -0.2206 0.134
H -0.0142 2.6751 1.0133 0.122
H -0.0591 -0.3013 -1.8805 0.133
H 0.8736 -2.0814 -3.2287 0.090
O 1.4509 -1.5953 -1.2940 -0.185
H -1.7422 2.7911 2.8215 0.075
H -0.5222 -1.5095 -0.6615 0.132
C 0.6294 0.1217 0.1168 -0.210
O -0.5720 0.7615 0.4625 -0.156
H -2.1339 1.0750 2.5626 0.078
H 1.0422 -0.4272 0.9787 0.133
H 0.2944 1.4115 2.2216 0.118
H 0.4304 -3.2701 -1.9737 0.090
C 1.2045 -2.5527 -2.2896 -0.123
C 0.2977 -0.8525 -0.9951 -0.225
H 2.1380 -3.0908 -2.4687 0.089
C -1.7834 1.9906 2.0764 -0.078
C -0.4216 1.7505 1.4556 -0.294
H -2.5073 2.2646 1.3032 0.077



2.
11
Properties=species:S:1:pos:R:3:lowdin_charge:R:1 method="wB97M-V/def2-TZVPD" smiles="[H]/N=C/NOC" e_homo_ev=-9.23 gap_ha=0.375 multiplicity=1 charge=0
H 1.7526 -1.1201 0.6159 0.059
C -1.3107 0.2958 0.1595 -0.293
H 1.3597 0.6210 0.5770 0.084
N -0.5672 -0.8030 -0.1310 -0.061
H -2.2776 0.0409 0.7162 0.145
N -0.8332 1.4735 -0.0861 0.086
H 2.3588 -0.0726 -0.6453 0.078
H -1.5263 2.1344 0.1568 0.013
H -1.0861 -1.5924 -0.4393 0.125
C 1.5638 -0.3058 0.0114 -0.099
O 0.5662 -0.6717 -0.9349 -0.137



3.
9
Properties=species:S:1:pos:R:3:lowdin_charge:R:1 method="wB97M-V/def2-TZVPD" e_homo_ev="-3.58 / -4.81" gap_ha="0.267 / 0.317" multiplicity=1 charge=-1
H 0.3797 -0.5115 1.4666 0.000
C -0.2883 0.0312 -0.6259 -0.157
H -0.4312 -0.6047 -1.4530 0.020
C 0.2030 -0.4515 0.4460 0.019
O 2.0588 -4.1693 -0.2944 -0.486
O -0.4713 -3.8933 -0.4283 -0.499
H -0.7023 1.0824 -0.8611 0.062
S 0.8091 -3.6447 0.3646 0.521
O 0.6893 -3.9970 1.8027 -0.480



4.
11
Properties=species:S:1:pos:R:3:lowdin_charge:R:1 method="wB97M-V/def2-TZVPD" smiles="CC(=O)O.O" e_homo_ev=-10.57 gap_ha=0.410 multiplicity=1 charge=0
C -0.3084 0.5855 -0.7028 -0.021
O -2.6376 0.0950 -0.1060 0.076
C -1.4464 -0.1335 -0.0298 -0.576
H -1.7835 -1.5075 1.2026 0.142
O -0.9805 -1.2315 0.6647 0.041
H -0.0171 -0.1475 -1.5373 0.122
O 2.4502 -0.0232 0.2070 -0.059
H 0.4532 1.1396 -0.0804 0.088
H -0.9443 1.4009 -1.2501 0.113
H 3.2357 0.2387 0.6828 0.035
H 1.9787 -0.4165 0.9493 0.038



5.
23
Properties=species:S:1:pos:R:3:lowdin_charge:R:1 method="wB97M-V/def2-TZVPD" e_homo_ev="-20.81 / -20.48" gap_ha="0.195 / 0.184" multiplicity=2 charge=+3 s_squared=0.79
H 3.0605 -0.5664 0.5692 0.102
O 0.7683 -2.3745 -1.3929 0.310
H -1.2106 -0.4553 -3.9780 0.095
N 1.5066 0.2656 1.8192 -0.179
C -1.5591 -1.2788 0.7386 0.028
C 2.7758 -0.1625 1.5400 -0.380
C -1.3897 1.5101 -0.1709 0.014
C 0.9110 0.8408 -1.2650 -0.009
H 0.4730 1.2458 3.4713 0.139
H -3.5432 -0.2910 -1.9193 0.086
H -2.6435 -1.8395 -2.4620 0.088
H 2.6998 1.0830 4.8356 0.115
O 1.3653 1.3254 -2.2135 0.306
S 3.8634 -0.0274 2.8666 1.239
O -2.4019 -2.0504 0.9307 0.293
C 0.4438 -1.4504 -0.7690 -0.057
H -2.1229 1.0806 -3.4120 0.090
Ti -0.0463 0.0994 0.4123 0.804
C -2.7793 -0.7536 -2.5589 0.009
C 2.5825 0.7357 3.8200 -0.239
C -2.0124 -0.0130 -3.3672 0.027
O -2.1511 2.2661 -0.6203 0.273
C 1.4101 0.8102 3.1256 -0.153



6.
95
Properties=species:S:1:pos:R:3:lowdin_charge:R:1 method="wB97M-V/def2-TZVPD" smiles=COC[C@H](C)N.COC[C@H](C)N.COC[C@H](C)N.COC[C@H](C)N.CO.CO.CO.CO.O e_homo_ev=-8.95 gap_ha=0.328 multiplicity=1 charge=0
C 16.1025 11.9727 10.2640 -0.072
O 16.0310 7.6515 12.7352 -0.125
H 10.5593 9.6158 17.4943 0.064
H 17.6575 10.1648 9.4053 0.114
H 11.6774 8.4954 18.0855 0.090
H 8.4631 14.1262 19.2784 0.072
H 10.3608 6.8873 11.9749 0.066
H 11.8746 15.4842 10.3941 0.086
H 20.2755 12.6477 7.0459 0.083
C 13.5028 16.6543 10.1499 -0.420
H 12.4951 16.1485 11.7164 0.091
C 12.5558 12.4717 11.7002 -0.125
O 14.2688 12.7024 14.7160 -0.152
H 11.6176 8.7406 11.9795 0.063
H 12.5557 16.0464 8.3473 0.083
C 9.3863 12.8428 16.9498 -0.194
H 10.3318 12.2864 13.8223 0.070
O 17.4181 12.1229 9.7199 -0.202
H 13.4294 20.6620 11.6643 0.084
H 11.2958 12.8296 15.2860 0.091
H 7.2800 11.6226 16.2335 0.053
C 10.4296 12.2864 14.9079 -0.098
H 11.6568 12.5006 12.3160 0.059
H 11.8410 20.1820 11.3468 0.077
N 7.1377 11.7309 17.2276 0.037
H 15.2990 11.0242 14.6114 0.065
H 18.5799 12.6147 6.8197 0.082
H 9.5000 8.9158 15.1243 0.118
H 6.7585 13.3823 19.2640 0.078
C 10.8642 8.5774 17.3644 -0.144
H 13.2378 18.7779 9.7037 0.121
H 10.2911 12.2684 8.3835 0.038
C 7.8028 13.3203 18.9579 -0.078
H 11.8340 10.3137 9.8148 0.057
H 10.3823 9.6698 12.7878 0.082
C 15.5411 12.0856 14.5585 -0.143
H 9.9386 12.0196 17.4031 0.114
C 12.7914 18.0486 10.3797 -0.188
H 11.9383 9.7977 8.0136 0.079
H 15.4386 12.0798 9.4062 0.079
H 12.2223 12.5951 10.6699 0.055
H 15.3812 8.1520 10.7698 0.069
C 7.9388 12.9480 17.4822 -0.421
C 10.8505 7.8119 13.7777 -0.413
C 12.7138 19.8830 11.9273 -0.088
H 19.0702 9.3676 7.6747 0.066
H 15.7949 7.6472 13.6657 0.075
H 10.0179 7.9813 17.7056 0.088
O 12.9431 8.6468 9.3554 -0.133
H 14.1910 7.6759 11.9063 0.067
H 16.2928 12.3487 15.3027 0.078
C 19.2064 11.2686 8.2816 -0.452
H 15.8994 12.8204 10.9184 0.080
H 11.7049 18.0468 10.2924 0.127
C 12.4208 9.9249 8.9826 -0.145
H 11.7425 7.2022 13.9219 0.136
C 17.7500 11.0910 8.8382 -0.233
C 19.3399 12.5725 7.5999 -0.080
H 12.0286 9.5181 13.5144 0.076
H 13.7870 8.5698 8.9044 0.065
H 7.3428 10.8393 17.6555 0.065
H 8.2318 12.5256 19.5684 0.068
H 9.6570 7.2262 15.5387 0.119
C 10.2117 8.0919 15.1770 -0.157
H 14.0006 12.8807 13.8117 -0.008
H 14.0838 15.2194 8.6641 0.086
C 15.1135 8.2502 11.8218 -0.159
H 10.6559 11.2722 15.2368 0.072
H 15.7902 12.2867 13.5166 0.064
O 9.2484 12.7243 15.5362 -0.187
C 13.5536 16.1660 8.7691 -0.080
N 9.9680 7.0523 12.8907 0.020
N 19.4590 10.2291 7.3187 0.039
H 18.8542 10.3734 6.5228 0.069
H 14.0432 16.8742 8.1006 0.085
H 19.2494 13.4059 8.2966 0.084
H 10.1885 13.2816 9.5038 0.025
O 13.1045 18.5125 11.6740 -0.196
H 16.9962 11.0232 8.0538 0.117
O 13.5713 13.3196 12.2250 -0.141
H 14.9144 9.2793 12.1209 0.062
N 12.7488 15.6659 10.8662 0.038
H 9.8676 13.7622 17.2832 0.122
H 12.4019 20.0279 12.9616 0.086
H 19.8071 11.2823 9.1910 0.144
O 10.0695 12.3516 9.3110 -0.044
H 13.3098 14.2054 11.9632 0.030
H 16.1145 10.9908 10.7370 0.078
H 14.5303 16.7287 10.5062 0.152
H 13.2525 10.6014 8.7859 0.068
H 7.4524 13.7832 16.9783 0.134
H 9.1534 7.6170 12.6970 0.065
O 11.3186 8.2824 16.0884 -0.178
H 12.9164 11.4514 11.8306 0.074
C 11.2350 9.0139 12.9630 -0.090



Calculated energy relative to the best compared isomer or geometry (same formula, charge and spin) in order - 1.576 3.467 4.567 0.910 1.916 3.803 eV